(1)
Molecular formula: CH4N2O3
Method: DFT, the ωB97M-V functional and the def2-TZVPD basis

Geometry (Å):
1 C 0.833 0.482 -0.175
2 N -2.710 -0.211 0.275
3 N 0.657 -0.878 -0.384
4 O -2.582 -1.132 1.002
5 O 2.172 0.718 -0.015
6 O -0.008 1.388 -0.375
7 H -1.472 0.824 -0.033
8 H 1.345 -1.591 -0.083
9 H -0.280 -1.260 -0.419
10 H 2.044 1.660 0.206

Computed properties:
Charge: 0
Energy above the lowest of the compared OMol25 structures with the same formula, charge and spin: 191.3 kJ/mol
LUMO energy (spin up / spin down): 0.4 / 0.4 eV

---

(2)
Molecular formula: CH4N2OS
Method: DFT, the ωB97M-V functional and the def2-TZVPD basis

Geometry (Å):
1 C -0.065 -0.953 -0.391
2 H 1.042 -0.815 2.340
3 H -1.089 0.614 0.017
4 H 0.536 -1.659 -0.071
5 H -2.073 0.234 -2.183
6 N -0.071 0.143 0.354
7 N -0.639 -1.046 -1.672
8 O -1.411 0.246 -1.520
9 S 1.139 0.731 1.477

Computed properties:
Charge: 0
Energy above the lowest of the compared OMol25 structures with the same formula, charge and spin: 562.9 kJ/mol
LUMO energy: -0.5 eV

---

> Which of these has the highest energy above the lowest of the compared OMol25 structures with the same formula, charge and spin?

CH4N2OS